A 8-piece molecular cluster, C29H56Cl6O18 overall in a non-equilibrium geometry, computed with ωB97M-V/def2-TZVPD.

Summary:
- Net charge: 0
- SMILES: COCCOCCOC.COCCOCCOC.COCCOCCOC.ClC(Cl)Cl.ClC(Cl)Cl.O=C1OCCO1.O=C1OCCO1.O=C1OCCO1
- HOMO: -0.338 hartree
- Energy above the lowest of the compared OMol25 structures with the same formula, charge and spin: 71.4 kcal per mole
- Gap between HOMO and LUMO: 9.40 eV

Each line ends with the Löwdin charge.
Positions of all 109 atoms, in Å:
C: -1.87 5.03 -0.83  -1.457
Cl: -0.63 3.98 -1.50  0.544
Cl: -3.48 4.23 -0.94  0.513
Cl: -1.90 6.56 -1.84  0.471
H: -1.69 5.36 0.22  0.034
C: -3.46 0.90 3.98  -1.558
Cl: -2.94 1.54 5.49  0.595
Cl: -4.89 1.78 3.51  0.550
Cl: -3.84 -0.87 4.12  0.499
H: -2.70 0.97 3.21  -0.013
C: 1.43 -2.10 0.56  -0.106
O: 0.68 -3.24 0.78  -0.201
C: 1.39 -4.28 1.41  -0.212
C: 0.74 -5.54 0.94  -0.147
O: 1.29 -5.87 -0.40  -0.140
C: 0.77 -7.07 -0.89  -0.219
C: 1.55 -7.42 -2.18  -0.173
O: 1.06 -6.58 -3.23  -0.191
C: 2.07 -6.24 -4.14  -0.130
H: 2.43 -2.33 0.13  0.105
H: 1.49 -1.56 1.52  0.098
H: 0.88 -1.53 -0.14  0.054
H: 1.38 -4.21 2.51  0.138
H: 2.42 -4.24 1.04  0.122
H: -0.35 -5.48 1.10  0.132
H: 1.12 -6.43 1.51  0.133
H: -0.28 -6.98 -1.17  0.123
H: 0.92 -7.92 -0.18  0.133
H: 1.33 -8.40 -2.53  0.109
H: 2.64 -7.26 -2.08  0.129
H: 1.72 -5.45 -4.78  0.059
H: 2.35 -7.07 -4.83  0.096
H: 3.04 -6.00 -3.70  0.086
C: -0.69 4.30 4.64  -0.146
O: 0.41 3.70 4.04  -0.178
C: 0.65 2.38 4.52  -0.197
C: 2.06 1.90 4.16  -0.176
O: 3.04 2.56 4.94  -0.120
C: 3.56 3.73 4.37  -0.212
C: 3.67 4.88 5.31  -0.174
O: 2.38 5.46 5.70  -0.196
C: 2.50 6.22 6.92  -0.102
H: -0.63 4.33 5.72  0.085
H: -1.63 3.94 4.30  0.050
H: -0.70 5.36 4.34  0.092
H: -0.09 1.65 4.15  0.102
H: 0.69 2.38 5.63  0.136
H: 2.30 2.16 3.09  0.137
H: 2.25 0.83 4.30  0.127
H: 2.96 4.07 3.52  0.101
H: 4.48 3.50 3.89  0.124
H: 4.20 5.67 4.80  0.116
H: 4.25 4.65 6.19  0.122
H: 1.48 6.56 7.11  0.083
H: 3.20 7.05 6.80  0.080
H: 2.78 5.61 7.79  0.089
C: -3.02 -3.11 0.44  -0.096
O: -3.80 -2.41 -0.46  -0.202
C: -4.10 -3.06 -1.64  -0.205
C: -2.98 -3.33 -2.67  -0.165
O: -2.36 -2.13 -3.08  -0.158
C: -1.02 -2.07 -2.74  -0.224
C: -0.13 -2.76 -3.75  -0.135
O: -0.77 -2.57 -5.04  -0.207
C: -0.14 -3.32 -6.01  -0.117
H: -2.02 -3.25 -0.02  0.085
H: -3.57 -4.03 0.71  0.108
H: -2.87 -2.55 1.34  0.069
H: -4.81 -2.41 -2.14  0.129
H: -4.55 -4.10 -1.52  0.145
H: -3.38 -3.84 -3.55  0.133
H: -2.14 -3.95 -2.26  0.133
H: -0.90 -2.31 -1.65  0.131
H: -0.86 -0.99 -2.75  0.098
H: -0.10 -3.81 -3.45  0.120
H: 0.88 -2.30 -3.81  0.145
H: -0.49 -2.99 -6.94  0.072
H: -0.45 -4.36 -6.00  0.096
H: 0.93 -3.21 -5.94  0.087
C: 2.37 5.62 0.81  -0.066
C: 3.33 6.83 1.19  -0.061
O: 4.62 6.21 0.77  0.010
C: 4.50 4.84 0.98  -0.570
O: 5.47 4.13 0.87  0.152
O: 3.24 4.50 1.22  0.029
H: 2.10 5.47 -0.26  0.128
H: 1.45 5.70 1.34  0.105
H: 3.33 6.97 2.26  0.116
H: 3.15 7.76 0.61  0.136
C: -2.20 -0.36 -6.11  -0.083
C: -1.13 0.41 -5.30  -0.055
O: -1.37 1.82 -5.74  0.050
C: -2.01 1.75 -6.93  -0.647
O: -2.11 2.71 -7.59  0.177
O: -2.50 0.55 -7.20  0.080
H: -3.06 -0.64 -5.45  0.149
H: -1.79 -1.19 -6.57  0.071
H: -0.07 0.14 -5.64  0.152
H: -1.15 0.40 -4.25  0.080
C: -3.05 0.73 0.39  -0.117
C: -2.26 0.33 -0.83  -0.102
O: -0.95 0.12 -0.26  0.052
C: -0.90 0.82 0.88  -0.595
O: 0.11 0.90 1.56  0.124
O: -2.05 1.34 1.21  0.046
H: -3.54 -0.16 0.82  0.123
H: -3.86 1.44 0.17  0.116
H: -2.17 1.12 -1.61  0.128
H: -2.65 -0.59 -1.30  0.110

---

A 2-piece molecular cluster, C29H56F4INO9S overall in a non-equilibrium geometry, computed with ωB97M-V/def2-TZVPD.

Summary:
- Net charge: 0
- SMILES: CCOCCOC[C@@H](O[C@@](CCCS)(CCCCOC=O)C[C@H](C)I)[C@](N)(COC(F)(F)F)[C@@H](C)F.COCCOCCOC
- HOMO: -0.337 hartree
- Gap between HOMO and LUMO: 9.38 eV

Each line ends with the Löwdin charge.
Positions of all 101 atoms, in Å:
C: -6.12 4.23 1.97  -0.071
C: -5.05 4.43 0.90  -0.263
O: -5.37 3.81 -0.33  -0.149
C: -5.19 2.41 -0.33  -0.206
C: -4.94 1.97 -1.77  -0.178
O: -4.75 0.58 -1.86  -0.132
C: -3.48 0.12 -1.42  -0.142
C: -2.79 -0.60 -2.58  -0.192
O: -1.37 -0.46 -2.64  -0.074
C: -0.48 -0.62 -1.53  -0.416
C: -0.23 0.78 -0.91  -0.142
C: -0.37 1.97 -1.87  -0.265
C: 0.57 3.10 -1.46  -0.567
S: 0.32 4.62 -2.43  0.701
C: -0.95 -1.57 -0.43  -0.113
C: -0.06 -1.56 0.84  -0.162
C: -0.60 -0.74 2.02  -0.169
C: -0.13 -1.31 3.35  -0.184
O: -0.84 -2.51 3.70  -0.032
C: -2.12 -2.30 4.03  -0.360
O: -3.03 -2.98 3.64  0.095
C: 0.81 -1.24 -2.14  -0.173
C: 1.94 -0.33 -2.61  -0.718
C: 2.72 -0.96 -3.76  -0.181
I: 3.37 0.00 -1.02  0.910
C: -3.33 -2.06 -2.85  -0.363
N: -3.91 -2.77 -1.74  0.122
C: -2.18 -2.88 -3.43  -0.088
O: -2.66 -4.09 -4.05  0.068
C: -2.22 -5.24 -3.53  -0.726
F: -2.79 -6.24 -4.17  0.198
F: -2.45 -5.37 -2.22  0.158
F: -0.87 -5.36 -3.66  0.141
C: -4.46 -1.89 -3.91  -0.305
C: -3.98 -1.61 -5.33  -0.013
F: -5.29 -3.01 -3.94  0.000
H: -7.08 4.02 1.48  0.080
H: -6.25 5.14 2.55  0.070
H: -5.88 3.42 2.66  0.070
H: -4.09 4.03 1.26  0.110
H: -4.91 5.49 0.68  0.116
H: -4.35 2.11 0.31  0.122
H: -6.10 1.90 0.01  0.135
H: -5.81 2.23 -2.37  0.136
H: -4.09 2.52 -2.19  0.128
H: -3.65 -0.52 -0.56  0.115
H: -2.88 0.97 -1.10  0.106
H: -3.12 -0.03 -3.45  0.150
H: 0.73 0.82 -0.40  0.052
H: -0.99 0.91 -0.12  0.110
H: -1.38 2.38 -1.86  0.087
H: -0.15 1.69 -2.90  0.107
H: 1.61 2.80 -1.58  0.044
H: 0.37 3.36 -0.42  0.070
H: -0.93 4.36 -2.83  -0.160
H: -0.94 -2.60 -0.79  0.112
H: -1.97 -1.37 -0.11  0.095
H: 0.95 -1.24 0.61  0.074
H: 0.02 -2.60 1.18  0.123
H: -1.69 -0.68 1.99  0.116
H: -0.21 0.28 1.97  0.115
H: -0.20 -0.57 4.16  0.123
H: 0.92 -1.61 3.27  0.133
H: -2.28 -1.46 4.73  0.148
H: 0.46 -1.77 -3.04  0.115
H: 1.22 -2.00 -1.48  0.105
H: 1.59 0.64 -2.95  0.067
H: 3.51 -0.30 -4.10  0.065
H: 2.03 -1.13 -4.60  0.083
H: 3.14 -1.91 -3.46  0.073
H: -3.26 -3.08 -1.03  0.082
H: -4.73 -2.34 -1.35  0.098
H: -1.64 -2.31 -4.18  0.135
H: -1.45 -3.15 -2.66  0.113
H: -5.08 -1.06 -3.58  0.138
H: -3.07 -1.01 -5.33  0.082
H: -3.76 -2.53 -5.85  0.091
H: -4.74 -1.06 -5.89  0.086
C: 5.34 -1.20 6.29  -0.115
O: 5.72 -0.11 5.48  -0.197
C: 6.79 0.62 6.05  -0.210
C: 7.43 1.52 5.03  -0.184
O: 8.34 0.85 4.17  -0.126
C: 7.78 0.08 3.12  -0.184
C: 7.30 0.91 1.94  -0.206
O: 6.03 1.48 2.22  -0.204
C: 5.72 2.52 1.32  -0.124
H: 5.02 -0.88 7.28  0.088
H: 4.50 -1.70 5.80  0.085
H: 6.16 -1.92 6.40  0.089
H: 7.54 -0.06 6.46  0.129
H: 6.40 1.24 6.88  0.128
H: 8.04 2.25 5.56  0.128
H: 6.67 2.06 4.46  0.123
H: 6.98 -0.57 3.48  0.123
H: 8.59 -0.55 2.76  0.128
H: 7.22 0.26 1.06  0.128
H: 8.03 1.70 1.74  0.130
H: 6.43 3.35 1.41  0.090
H: 4.72 2.89 1.58  0.087
H: 5.70 2.17 0.29  0.061

---

C29H56LuN2O2P3 as an isolated structure in a non-equilibrium geometry, computed with ωB97M-V/def2-TZVPD.

Summary:
- Net charge: 0
- HOMO: -0.221 hartree
- Energy above the lowest of the compared OMol25 structures with the same formula, charge and spin: 0.0 kcal per mole
- Gap between HOMO and LUMO: 6.33 eV

Each line ends with the Löwdin charge.
Positions of all 93 atoms, in Å:
C: 0.02 3.88 -3.53  -0.022
C: -0.02 2.53 -3.16  -0.289
N: 0.70 2.09 -2.10  0.002
C: 1.67 2.88 -1.58  -0.315
C: 1.76 4.23 -1.91  -0.031
C: 0.90 4.74 -2.88  -0.047
C: -0.91 1.57 -3.92  -0.288
P: -1.36 0.07 -2.99  0.778
Lu: 0.49 -0.09 -1.12  1.005
P: 3.01 0.51 -0.76  0.778
C: 2.58 2.28 -0.50  -0.287
C: 0.90 -2.31 -1.49  -0.371
C: -0.14 -2.85 -0.78  -0.215
C: -0.16 -4.25 -0.59  -0.113
C: 0.86 -5.05 -1.13  -0.115
C: 1.90 -4.44 -1.85  -0.109
C: 1.92 -3.05 -2.03  -0.182
O: 0.13 0.28 -6.30  -0.115
O: 1.27 -1.80 -5.03  -0.191
H: -0.69 4.24 -4.27  0.119
H: 2.49 4.85 -1.39  0.117
H: 0.92 5.80 -3.13  0.110
C: -2.76 0.49 -1.89  -0.277
C: -1.92 -1.27 -4.06  -0.240
H: 3.53 2.83 -0.42  0.088
H: 2.10 2.39 0.48  0.072
H: -0.47 1.22 -4.91  0.068
H: -1.85 2.06 -4.18  0.091
C: 3.41 -0.20 0.88  -0.275
C: 4.54 0.41 -1.72  -0.264
H: -0.93 -2.23 -0.32  0.032
H: -0.96 -4.71 -0.02  0.086
H: 0.84 -6.14 -0.99  0.096
H: 2.69 -5.06 -2.27  0.087
H: 2.74 -2.56 -2.58  0.073
H: 1.47 -1.22 -4.20  -0.072
H: 1.09 -2.68 -4.66  0.036
H: 0.50 -0.60 -5.99  0.012
H: 0.86 0.73 -6.75  0.053
H: 1.45 -0.51 -3.09  -0.049
H: -3.67 0.74 -2.46  0.046
H: -2.97 -0.39 -1.25  0.015
H: -2.50 1.34 -1.23  0.022
H: -2.82 -0.97 -4.64  0.053
H: -1.10 -1.55 -4.75  0.025
H: -2.16 -2.14 -3.42  0.055
H: 5.42 0.85 -1.21  0.047
H: 4.76 -0.66 -1.91  0.049
H: 4.39 0.91 -2.70  0.049
H: 4.30 0.27 1.36  0.056
H: 2.53 -0.06 1.53  -0.025
H: 3.58 -1.29 0.76  0.062
C: -3.22 -1.21 1.21  -0.095
C: -2.26 -1.21 2.41  -0.592
C: -3.08 -0.87 3.67  -0.099
C: -1.71 -2.65 2.53  -0.080
P: -0.85 0.07 2.27  0.881
N: -0.28 -0.03 0.81  -0.424
C: -1.42 1.88 2.50  -0.602
C: -1.64 2.16 4.00  -0.094
C: -0.38 2.88 1.96  -0.094
C: -2.73 2.15 1.74  -0.085
C: 0.56 -0.39 3.47  -0.587
C: 0.02 -0.67 4.88  -0.101
C: 1.27 -1.68 2.98  -0.092
C: 1.57 0.77 3.62  -0.099
H: -4.08 -1.82 1.51  0.091
H: -2.80 -1.70 0.33  0.055
H: -3.59 -0.21 0.95  0.058
H: -3.81 -1.68 3.80  0.090
H: -2.45 -0.83 4.57  0.057
H: -3.62 0.08 3.54  0.065
H: -1.03 -2.91 1.71  0.059
H: -1.23 -2.84 3.50  0.060
H: -2.58 -3.32 2.48  0.094
H: -0.70 2.13 4.56  0.059
H: -2.05 3.18 4.07  0.088
H: -2.37 1.46 4.43  0.063
H: -0.21 2.77 0.87  0.057
H: -0.78 3.89 2.13  0.088
H: 0.59 2.83 2.47  0.057
H: -2.60 2.05 0.65  0.055
H: -3.57 1.52 2.08  0.064
H: -3.00 3.19 1.94  0.089
H: -0.62 -1.57 4.90  0.060
H: 0.90 -0.85 5.51  0.093
H: -0.53 0.19 5.28  0.064
H: 1.40 -1.73 1.89  0.053
H: 2.26 -1.72 3.47  0.090
H: 0.73 -2.58 3.28  0.063
H: 1.93 1.18 2.68  0.044
H: 1.17 1.59 4.23  0.067
H: 2.43 0.35 4.17  0.093

---

A 9-piece molecular cluster, C29H57BN2O28PS overall in a non-equilibrium geometry, computed with ωB97M-V/def2-TZVPD.

Summary:
- Net charge: +1
- HOMO: -0.445 hartree
- Energy above the lowest of the compared OMol25 structures with the same formula, charge and spin: 99.2 kcal per mole
- Gap between HOMO and LUMO: 6.48 eV

Each line ends with the Löwdin charge.
Positions of all 119 atoms, in Å:
C: 4.12 -3.07 -2.44  -0.054
O: 5.24 -2.41 -3.08  -0.024
B: 5.09 -1.00 -3.13  -0.597
O: 5.70 -0.28 -4.21  0.138
N: 4.32 -0.17 -2.08  0.027
N: 3.02 -0.02 -2.30  0.135
C: 2.29 0.72 -1.37  -0.009
C: 2.72 1.46 -0.09  0.113
C: 4.27 1.27 0.17  0.070
C: 4.91 0.40 -0.92  -0.158
P: 6.78 0.06 -0.67  0.374
O: 7.31 0.92 0.73  -0.262
O: 7.73 0.65 -1.94  -0.196
S: 7.11 -1.83 -0.25  0.394
H: 3.11 -2.88 -2.93  0.105
H: 4.13 -2.82 -1.33  0.099
H: 4.31 -4.21 -2.52  0.129
H: 5.20 -0.52 -5.03  0.129
H: 1.17 0.79 -1.59  0.139
H: 2.05 2.07 0.60  0.131
H: 4.80 1.71 1.07  0.125
H: 6.97 0.38 1.48  0.066
H: 8.40 1.28 -1.56  0.107
C: -1.67 -0.85 1.17  -0.046
O: -2.67 0.16 1.28  0.007
C: -2.26 1.39 0.95  -0.593
O: -1.14 1.69 0.57  0.090
O: -3.29 2.23 1.10  -0.006
C: -2.99 3.59 0.77  -0.043
H: -2.12 -1.80 1.46  0.100
H: -1.32 -0.94 0.13  0.092
H: -0.83 -0.64 1.84  0.093
H: -2.70 3.68 -0.27  0.093
H: -2.21 3.98 1.43  0.100
H: -3.89 4.18 0.93  0.100
C: -0.52 3.62 6.91  -0.038
O: -1.87 3.95 6.59  0.010
C: -2.36 3.31 5.52  -0.591
O: -1.77 2.51 4.84  0.100
O: -3.63 3.71 5.34  0.013
C: -4.27 3.10 4.22  -0.027
H: -0.23 4.20 7.79  0.097
H: -0.43 2.56 7.15  0.094
H: 0.15 3.89 6.08  0.096
H: -4.33 2.01 4.36  0.105
H: -3.76 3.34 3.29  0.067
H: -5.29 3.49 4.17  0.102
C: 2.10 -1.18 -5.80  -0.056
O: 0.88 -0.93 -6.48  0.009
C: -0.21 -1.38 -5.84  -0.602
O: -0.22 -1.97 -4.78  0.114
O: -1.29 -1.08 -6.58  0.004
C: -2.53 -1.51 -6.01  -0.036
H: 2.91 -0.77 -6.40  0.095
H: 2.11 -0.69 -4.83  0.073
H: 2.26 -2.26 -5.69  0.104
H: -2.70 -1.03 -5.05  0.097
H: -2.55 -2.60 -5.91  0.102
H: -3.33 -1.21 -6.69  0.099
C: 2.51 -1.81 7.45  -0.046
O: 1.68 -1.84 6.29  -0.008
C: 0.48 -1.27 6.46  -0.605
O: 0.07 -0.77 7.48  0.125
O: -0.19 -1.37 5.30  -0.006
C: -1.50 -0.80 5.34  -0.029
H: 3.46 -2.30 7.20  0.093
H: 2.72 -0.78 7.75  0.098
H: 2.05 -2.37 8.27  0.101
H: -1.45 0.27 5.55  0.075
H: -2.13 -1.31 6.07  0.097
H: -1.95 -0.93 4.35  0.089
C: -2.66 -4.44 7.37  -0.045
O: -3.89 -4.18 6.69  -0.008
C: -4.97 -4.64 7.34  -0.602
O: -4.98 -5.23 8.39  0.128
O: -6.05 -4.33 6.60  -0.004
C: -7.29 -4.76 7.17  -0.045
H: -1.85 -4.02 6.76  0.085
H: -2.64 -3.95 8.34  0.102
H: -2.49 -5.51 7.47  0.100
H: -7.46 -4.29 8.14  0.099
H: -7.31 -5.85 7.26  0.099
H: -8.09 -4.46 6.49  0.094
C: -1.59 2.89 -4.36  -0.034
O: -1.20 4.17 -4.83  0.008
C: -1.68 5.20 -4.11  -0.589
O: -2.40 5.11 -3.14  0.096
O: -1.24 6.34 -4.66  0.008
C: -1.68 7.52 -3.99  -0.036
H: -1.14 2.14 -5.01  0.090
H: -1.23 2.72 -3.34  0.090
H: -2.68 2.78 -4.41  0.102
H: -1.32 7.54 -2.96  0.099
H: -2.77 7.59 -4.02  0.095
H: -1.26 8.38 -4.52  0.098
C: -5.28 5.18 -3.39  -0.057
O: -6.65 4.86 -3.11  0.005
C: -7.00 3.61 -3.44  -0.600
O: -6.28 2.78 -3.94  0.112
O: -8.29 3.45 -3.13  0.001
C: -8.81 2.15 -3.43  -0.046
H: -5.11 6.21 -3.08  0.094
H: -4.61 4.53 -2.83  0.076
H: -5.09 5.10 -4.46  0.103
H: -8.28 1.38 -2.87  0.097
H: -8.75 1.96 -4.51  0.099
H: -9.86 2.13 -3.14  0.095
C: 9.37 -7.82 -3.86  -0.043
O: 8.36 -6.82 -3.75  -0.003
C: 8.78 -5.58 -4.08  -0.601
O: 9.89 -5.29 -4.45  0.129
O: 7.74 -4.74 -3.94  -0.001
C: 8.04 -3.38 -4.26  -0.038
H: 8.92 -8.77 -3.57  0.095
H: 9.71 -7.91 -4.89  0.100
H: 10.20 -7.61 -3.19  0.100
H: 8.34 -3.29 -5.31  0.105
H: 8.83 -2.99 -3.60  0.103
H: 7.14 -2.79 -4.10  0.062

---

Q: Number 2 is which compound?
A: C29H56F4INO9S

---

Q: The highest HOMO belongs to which entry?
A: C29H56LuN2O2P3

---

Q: What is the formula in the second record?
A: C29H56F4INO9S